No. 1
Molecular formula: BrCoH38O19
Method: DFT, ωB97M-V with the def2-TZVPD basis set

## Properties
2S+1 ... 4
Frontier orbital gap (spin up / spin down) ... 0.329 / 0.327 Ha
HOMO energy (spin up / spin down) ... -11.670 / -11.619 eV
<S²> ... 3.755
E_tot ... -147188.026 eV
Charge ... +1

XYZ file:
```
59
Properties=species:S:1:pos:R:3:forces:R:3:mulliken_spin:R:1
Co 0.13781 0.48938 0.20207 -0.531 0.017 -0.124 2.776
Br -0.20868 -2.09427 0.29890 0.246 0.530 0.177 0.065
O -4.14056 -1.72178 -0.19333 -0.299 -0.195 -0.193 0.000
H -3.72337 -1.20561 0.49642 0.217 -0.020 0.213 -0.001
H -3.46116 -1.82565 -0.85957 0.183 -0.035 -0.186 0.000
O 4.36737 1.32795 -0.71118 0.016 0.301 -0.029 0.000
H 5.13979 1.16342 -1.25203 0.174 -0.264 -0.210 0.000
H 4.70102 1.81606 0.04158 0.273 0.343 0.212 0.000
O -1.94511 4.32529 -0.48819 0.264 -0.181 0.129 0.000
H -1.60249 5.13492 -0.10958 -0.067 0.418 0.220 0.000
H -2.31681 4.59203 -1.32897 -0.154 -0.010 -0.310 0.000
O 3.26751 -3.16863 -0.77810 0.443 0.152 -0.085 0.000
H 3.03646 -4.08188 -0.60833 -0.061 -0.264 0.005 0.000
H 2.43545 -2.69780 -0.73089 -0.484 0.187 0.086 0.001
O 0.11967 1.84147 -4.15085 0.037 0.168 -0.034 0.001
H -0.28045 2.00850 -5.00421 -0.272 0.000 -0.200 0.000
H 1.03728 2.08962 -4.26335 0.345 0.084 -0.098 0.000
O -3.09568 0.80193 -2.61382 0.151 0.112 0.012 0.000
H -2.42942 0.34474 -3.12695 0.306 -0.196 -0.114 0.000
H -3.82872 0.91516 -3.21884 -0.361 0.072 0.004 0.000
O -0.14185 0.98830 2.26225 0.167 -0.066 -0.047 0.028
H -0.07997 1.82504 2.72298 0.162 0.405 -0.271 0.002
H -0.39362 0.35981 2.93889 -0.615 -0.744 0.365 -0.004
O 0.32979 0.55125 -1.84665 -0.105 0.109 0.589 0.040
H 0.18944 1.14913 -2.58087 -0.383 0.553 -0.214 -0.001
H 0.68643 -0.24147 -2.24747 0.292 -1.043 -0.305 -0.004
O 0.82231 -2.45953 3.45516 0.727 0.142 0.416 0.000
H 0.77062 -2.56179 2.50484 -0.323 -0.040 -1.009 0.001
H 1.27815 -3.24538 3.75665 -0.030 -0.320 0.329 0.000
O 2.18852 0.53008 0.53057 -0.998 0.204 -0.057 0.038
H 2.39666 0.19550 1.40291 0.190 -0.544 1.029 -0.003
H 3.02955 0.82115 0.17820 0.201 -0.027 -0.981 0.001
O 1.51489 -1.56215 -2.96070 0.053 0.236 -0.076 0.001
H 2.45443 -1.39427 -3.03339 0.376 -0.023 0.099 0.000
H 1.37263 -2.35694 -3.47481 -0.290 -0.427 -0.033 0.000
O 0.13883 2.62920 0.14282 0.900 0.000 0.184 0.025
H 1.02389 2.98549 0.22001 0.568 0.092 0.233 0.000
H -0.38791 3.36204 -0.17613 -1.073 0.111 -0.397 0.001
O -1.93619 0.80108 -0.10020 0.568 0.215 0.105 0.035
H -2.67496 0.57213 0.46374 -0.340 -0.310 0.619 0.000
H -2.33066 0.96962 -0.95589 -0.140 0.089 -0.725 -0.003
O 2.99247 -0.41970 2.90312 0.167 0.290 0.049 0.001
H 3.91718 -0.46254 3.14664 0.309 0.092 0.011 0.000
H 2.62206 -1.24287 3.22159 -0.571 -0.393 0.140 0.000
O 2.61291 4.71225 0.20104 -0.315 -0.328 0.072 0.000
H 2.61270 4.59267 -0.74866 0.064 0.038 -0.328 0.000
H 3.39515 5.23509 0.37693 0.192 0.190 0.165 0.000
O -1.30626 -0.93401 3.95535 -0.357 0.839 0.109 0.000
H -1.97827 -1.61209 4.02489 -0.253 0.009 -0.075 0.000
H -0.49097 -1.41706 3.82052 0.501 -0.707 0.203 0.000
O -0.54733 -4.22217 -2.33823 0.240 -0.235 -0.465 0.000
H -0.35062 -3.50078 -1.74062 0.061 0.315 0.504 0.000
H -1.30961 -3.92242 -2.83352 -0.254 -0.055 -0.111 0.000
O -3.73364 0.09991 1.85709 0.100 0.095 0.099 0.000
H -4.68571 0.06293 1.94891 -0.444 -0.099 -0.089 0.000
H -3.47194 0.86097 2.37531 0.245 0.171 0.350 0.000
O -2.70893 -4.29946 1.62418 -0.116 -0.363 0.153 0.000
H -2.56242 -3.63072 0.95520 0.022 0.244 -0.254 0.000
H -2.46770 -3.87313 2.44656 0.077 0.065 0.139 0.000
```
Forces are in eV/Å.

---

No. 2
Molecular formula: C8H18ClGaIO3P
Method: DFT, ωB97M-V with the def2-TZVPD basis set

## Properties
Frontier orbital gap (spin up / spin down) ... 0.277 / 0.200 Ha
HOMO energy (spin up / spin down) ... -17.546 / -16.717 eV
E_tot ... -97001.561 eV
Charge ... +2

XYZ file:
```
33
Properties=species:S:1:pos:R:3:forces:R:3:mulliken_charge:R:1
C -0.65183 -2.69406 -0.47792 -0.891 -0.658 -0.374 -1.030
C 0.49998 -1.77848 -0.20264 2.857 -2.033 0.503 0.848
H -0.31818 -3.72481 -0.70034 0.139 0.559 0.166 0.399
H -1.27756 -2.33398 -1.32270 0.410 0.006 0.603 0.241
H -1.29780 -2.70881 0.42131 0.268 0.119 -0.363 0.311
O 1.67116 -2.06497 -0.10570 -3.316 1.118 -0.415 -0.317
I 0.64104 2.65590 1.28614 -0.149 0.557 0.243 0.310
Ga -0.29332 0.26687 0.23680 -0.477 -0.174 0.643 0.751
P 0.31655 0.92567 -1.95176 -0.465 0.456 -1.568 0.800
C 1.98893 1.37791 -2.47599 0.279 -0.134 0.401 -1.313
C -0.23423 -0.29996 -3.17702 -0.141 -0.199 0.075 -1.327
H -1.66400 2.27396 -1.79182 0.069 0.105 -0.213 0.367
H -0.81044 2.50956 -3.35721 0.014 0.101 0.284 0.457
H -0.19021 3.27857 -1.84848 -0.105 -0.077 -0.175 0.388
C -0.68758 2.40046 -2.27150 -0.108 -0.080 0.098 -1.230
H -1.28150 -0.57726 -2.98073 0.294 0.128 -0.150 0.317
H -0.15951 0.16362 -4.17623 -0.032 -0.247 0.380 0.505
H 1.95766 1.69077 -3.53226 -0.080 -0.118 0.355 0.462
H 2.67386 0.52764 -2.37036 -0.082 0.179 -0.121 0.398
H 0.39197 -1.20536 -3.14575 -0.161 0.313 -0.072 0.379
H 2.35424 2.21093 -1.86551 0.014 -0.083 -0.163 0.389
C 2.26570 0.36737 0.37037 3.289 -0.329 1.695 -0.070
O 3.30498 0.19611 0.80331 -2.191 0.448 -1.080 -0.099
Cl -2.46924 0.26794 0.19481 0.693 -0.043 0.109 -0.211
C -0.78193 -0.58527 4.70658 0.056 -0.142 -0.108 -1.329
C -1.16536 -0.31316 3.27330 -0.586 0.218 -0.017 -0.152
O -0.01755 -0.44023 2.38403 1.127 0.207 -0.864 -0.320
H -0.33248 -1.58030 4.81431 -0.157 0.215 0.021 0.348
H -1.69051 -0.53791 5.31254 0.149 -0.040 0.009 0.377
H -0.08649 0.17092 5.08817 -0.085 -0.087 -0.045 0.414
H -1.89924 -1.02382 2.87260 0.166 0.228 0.260 0.295
H -1.53917 0.70734 3.12674 -0.188 -0.190 0.219 0.298
H 0.78207 -0.12318 2.86293 -0.613 -0.325 -0.338 0.343
```
Forces are in eV/Å.

---

No. 3
Molecular formula: C2H16O5
Method: DFT, ωB97M-V with the def2-TZVPD basis set

## Properties
SMILES ... CC.O.O.O.O.O
Frontier orbital gap ... 0.391 Ha
HOMO energy ... -10.318 eV
ΔE to the lowest compared entry with this formula, charge and spin ... 17.3 kJ/mol
E_tot ... -12571.229 eV

XYZ file:
```
23
Properties=species:S:1:pos:R:3:forces:R:3:mulliken_charge:R:1
C -0.36860 0.99447 0.97441 -0.370 0.914 -0.616 -0.972
C 0.10549 1.42759 -0.43514 0.139 -1.055 0.371 -0.748
H -1.41525 0.68007 0.96087 0.036 0.077 -0.004 0.296
H 0.19382 0.16166 1.39309 0.236 0.151 -0.079 0.177
H -0.31365 1.88321 1.61368 -0.006 -0.304 0.352 0.367
H -0.07437 0.58785 -1.11348 0.275 0.179 -0.112 0.155
H 1.17474 1.63596 -0.40566 0.029 -0.064 -0.175 0.370
H -0.40513 2.28639 -0.85597 -0.257 0.094 0.279 0.358
H 3.33067 1.65894 2.38602 0.314 0.005 -0.093 0.290
H 1.99342 1.92915 1.79512 -0.116 -0.140 -0.372 0.316
O 2.84632 1.53786 1.56137 -0.097 0.092 0.641 -0.624
H -3.09256 1.31452 -0.45142 -0.253 0.156 0.505 0.303
H -2.49345 0.48205 -1.53072 -0.620 0.737 0.183 0.346
O -2.95958 1.34173 -1.39383 0.521 -0.334 -0.620 -0.646
H 2.98637 -1.95426 0.83588 0.172 -0.433 -0.222 0.290
H 2.75342 -0.56962 1.35189 -0.341 0.445 -0.324 0.322
O 2.40571 -1.20473 0.70730 0.159 -0.023 0.521 -0.626
H -1.56206 -1.54617 -0.88192 0.214 -0.124 0.177 0.376
H -2.34268 -1.42664 -2.16529 -0.152 -0.197 -0.291 0.345
O -2.42845 -1.27400 -1.22255 0.322 -0.255 0.031 -0.684
H -0.11649 -3.32018 -0.18733 -0.090 -0.174 -0.025 0.321
H 0.71134 -2.15432 0.34741 0.281 0.372 -0.100 0.344
O 0.19382 -2.44145 -0.41582 -0.396 -0.121 -0.029 -0.675
```
Forces are in eV/Å.

---

No. 4
Molecular formula: CH3Br2P
Method: DFT, ωB97M-V with the def2-TZVPD basis set

## Properties
SMILES ... CP(Br)Br
Frontier orbital gap ... 0.325 Ha
HOMO energy ... -9.790 eV
ΔE to the lowest compared entry with this formula, charge and spin ... 88.7 kJ/mol
E_tot ... -150459.804 eV

XYZ file:
```
7
Properties=species:S:1:pos:R:3:forces:R:3:mulliken_charge:R:1
C 0.82753 0.11898 0.05306 0.667 -2.870 -2.479 -0.819
P -0.76161 -0.06853 0.89052 -1.267 1.748 -0.827 0.244
Br -2.08676 1.76476 -0.33134 1.205 -1.553 1.054 -0.265
Br -1.48425 -1.82117 -0.21600 -0.214 -0.113 -0.110 -0.108
H 1.56208 0.65801 0.63872 -0.079 0.511 -0.162 0.338
H 0.74770 0.37924 -1.09747 0.268 -0.238 2.536 0.326
H 1.19531 -1.03130 0.06251 -0.580 2.515 -0.011 0.284
```
Forces are in eV/Å.

---

Question: Which of these has the highest E_tot?
Answer: C2H16O5

---

Question: What is the E_tot in the third record?
Answer: -12571.229 eV